Here is a molecular structure, C37H52AsN4O3OsSi3 from OMol25. Energies are from ωB97M-V with the def2-TZVPD basis set.

As for the HOMO energy (alpha / beta): -15.52 / -15.47 eV.

The geometry in ORCA input format:
```
! RIJCOSX wB97M-V def2-TZVPD def2/J DEFGRID3
* xyz 3 5
Os 0.4421 -0.0798 0.2851
C 0.7141 3.9419 -1.2967
C 0.9418 2.5973 -0.7135
N -0.0033 1.7477 -0.4631
N -1.3225 1.9956 -0.7334
C -2.0225 0.8923 -0.6140
O -1.4589 -0.2690 -0.2969
C -3.4638 0.9101 -0.8567
C -4.2035 -0.2725 -0.7906
C -5.5659 -0.2467 -1.0309
C -6.1955 0.9538 -1.3351
C -5.4634 2.1334 -1.4012
C -4.1012 2.1155 -1.1671
C 2.2910 2.0757 -0.4138
C 3.4341 2.8159 -0.6275
C 4.6781 2.2467 -0.3642
C 4.7347 0.9426 0.0868
C 3.5503 0.2427 0.2638
N 2.3519 0.7867 0.0407
H -0.3490 4.1385 -1.3914
H 1.1725 3.9953 -2.2875
H 1.1793 4.7122 -0.6792
H -3.7100 -1.2065 -0.5653
H -6.1392 -1.1631 -0.9934
H -7.2594 0.9697 -1.5297
H -5.9568 3.0636 -1.6459
H -3.5246 3.0272 -1.2304
H 3.3624 3.8269 -1.0018
H 5.5819 2.8193 -0.5216
H 5.6766 0.4548 0.2931
H 3.5499 -0.7855 0.5938
C -1.5491 -5.3504 6.1882
O -1.2872 -4.0077 5.7335
C -2.2638 -3.3421 5.0901
C -3.4763 -3.8827 4.6833
C -4.4008 -3.0716 4.0467
C -4.1444 -1.7238 3.8069
C -2.9468 -1.1718 4.2096
C -2.0046 -1.9787 4.8426
N -0.7831 -1.5331 5.3959
C -0.1739 -0.4032 5.4321
C -0.5766 0.8414 4.7678
C -0.8615 1.9383 5.5374
C -1.2996 3.1356 4.9386
C -1.4399 3.2304 3.5453
C -1.0978 2.1772 2.7461
C -0.5998 0.9465 3.3121
O -0.1543 0.0010 2.6029
H -0.6677 -5.6467 6.7459
H -1.6902 -6.0145 5.3365
H -2.4232 -5.3634 6.8375
H -3.7070 -4.9200 4.8746
H -5.3491 -3.4961 3.7450
H -4.8895 -1.1052 3.3275
H -2.7765 -0.1151 4.0649
H -0.3474 -2.2996 5.9194
H 0.7049 -0.3796 6.0699
H -0.7913 1.8879 6.6169
H -1.5436 3.9809 5.5676
H -1.8158 4.1471 3.1110
H -1.2060 2.2276 1.6724
C -2.2317 -3.1951 1.0460
Si -1.0952 -3.7094 -0.3441
C -1.8261 -3.2446 -1.9946
C -0.6753 -5.5273 -0.2645
As 0.9800 -2.4937 -0.1189
Si 2.1759 -3.5841 1.6591
C 0.8682 -3.8959 2.9651
C 3.4510 -2.4486 2.4277
C 2.9567 -5.1341 0.9837
Si 1.9858 -2.6426 -2.3050
C 0.9961 -1.4313 -3.3444
C 3.7734 -2.1187 -2.2138
C 1.8417 -4.4122 -2.8646
H -3.2024 -3.6786 0.9080
H -2.3833 -2.1168 1.0368
H -1.8576 -3.4798 2.0283
H -2.7770 -3.7805 -2.0816
H -1.2144 -3.5446 -2.8446
H -2.0335 -2.1782 -2.0787
H -1.5258 -6.0986 -0.6466
H -0.4776 -5.8788 0.7482
H 0.1845 -5.7822 -0.8840
H 0.3175 -2.9760 3.1794
H 1.3732 -4.2184 3.8803
H 0.1529 -4.6704 2.6924
H 3.0683 -1.4537 2.6653
H 4.3614 -2.3492 1.8337
H 3.7452 -2.9139 3.3729
H 2.2520 -5.9655 0.9509
H 3.7919 -5.4277 1.6238
H 3.3574 -4.9932 -0.0204
H 0.3009 -0.8194 -2.7656
H 0.4079 -1.9442 -4.1058
H 1.6838 -0.7594 -3.8633
H 3.8981 -1.0656 -1.9596
H 4.1800 -2.2501 -3.2216
H 4.3803 -2.7261 -1.5408
H 0.8160 -4.7059 -3.0875
H 2.2482 -5.1123 -2.1342
H 2.4223 -4.5336 -3.7830
*
```

These are the Löwdin partial charges, in e, on atoms 1 to 99: Os 1.340; C 0.020; C -0.214; N -0.146; N 0.094; C -0.388; O -0.275; C -0.156; C -0.017; C -0.049; C -0.038; C -0.044; C -0.012; C -0.192; C 0.039; C 0.019; C 0.003; C -0.123; N -0.076; H 0.086; H 0.118; H 0.108; H 0.088; H 0.115; H 0.121; H 0.119; H 0.113; H 0.132; H 0.138; H 0.134; H 0.062; C -0.003; O -0.099; C -0.225; C 0.021; C -0.022; C -0.047; C 0.010; C -0.130; N 0.186; C 0.068; C -0.112; C 0.033; C 0.040; C -0.005; C 0.052; C -0.333; O -0.077; H 0.106; H 0.105; H 0.112; H 0.125; H 0.130; H 0.122; H 0.113; H 0.179; H 0.171; H 0.144; H 0.138; H 0.134; H 0.095; C -0.201; Si 0.339; C -0.188; C -0.188; As 0.767; Si 0.329; C -0.212; C -0.214; C -0.185; Si 0.334; C -0.200; C -0.198; C -0.195; H 0.056; H 0.004; H 0.009; H 0.055; H 0.024; H 0.021; H 0.053; H 0.026; H 0.020; H 0.008; H 0.049; H 0.025; H 0.021; H 0.037; H 0.050; H 0.039; H 0.051; H 0.021; H -0.004; H 0.045; H 0.042; H 0.010; H 0.056; H 0.039; H 0.029

***

Here is a single C3H5NOS molecule in a non-equilibrium geometry from OMol25. Energies are from ωB97M-V with the def2-TZVPD basis set.

As for the HOMO energy: -9.04 eV.

The geometry in ORCA input format:
```
! RIJCOSX wB97M-V def2-TZVPD def2/J DEFGRID3
* xyz 0 1
C -0.9575 1.2824 0.1447
C 0.9945 -0.0501 -0.4981
C 0.0971 0.6077 0.5088
N -2.1259 1.3911 -0.1969
O -1.7596 -1.1193 0.3320
S -2.8608 -0.2524 -0.0763
H 0.5410 -0.0280 -1.4867
H 1.9781 0.4118 -0.5417
H 1.1152 -1.0926 -0.2013
H 0.4543 0.6614 1.5243
H -3.4983 0.1294 1.1441
*
```

Charges in e, computed with natural (NBO), in the same order as the atoms: C 0.329; C -0.621; C -0.260; N -0.628; O -0.931; S 1.193; H 0.219; H 0.217; H 0.232; H 0.236; H 0.012

***

Here is 2 unconnected molecules or ions with the total composition C4H5NO2 in a non-equilibrium geometry from OMol25. Energies are from ωB97M-V with the def2-TZVPD basis set.

The SMILES is N=C=C=O.CC=O. As for the HOMO energy: -8.65 eV.

The geometry in ORCA input format:
```
! RIJCOSX wB97M-V def2-TZVPD def2/J DEFGRID3
* xyz 0 1
N 0.1637 -1.7931 1.5316
C 0.9800 -0.9018 1.4505
C 1.2573 0.3474 1.1810
O 2.0407 1.2187 1.1423
H -0.7387 -1.6739 1.0583
C -0.1329 0.3816 -1.4251
C -1.0101 0.4574 -0.2059
O -1.5934 -0.4805 0.2552
H -0.7925 0.7466 -2.2340
H 0.7178 1.0376 -1.2726
H 0.0785 -0.7612 -1.6154
H -0.9704 1.4211 0.1341
*
```

Charges in e, computed with natural (NBO), in the same order as the atoms: N -0.464; C 0.093; C 0.445; O -0.430; H 0.402; C -0.730; C 0.440; O -0.581; H 0.242; H 0.235; H 0.230; H 0.118

***

Here is a gas-phase ion, C7H11N2O2S (charge -1) in a non-equilibrium geometry from OMol25. Energies are from ωB97M-V with the def2-TZVPD basis set.

As for the HOMO energy (alpha / beta): -3.63 / -3.63 eV.

The geometry in ORCA input format:
```
! RIJCOSX wB97M-V def2-TZVPD def2/J DEFGRID3
* xyz -1 1
C 2.1630 1.8288 -0.3137
C -0.5995 2.1979 2.1928
C 0.7555 0.0899 -0.0330
C -1.7169 -0.2421 -0.6791
C -0.4605 -2.0659 0.5105
C 0.2736 -1.6047 -1.8105
C -0.3191 -0.9715 -0.5335
N 1.3693 0.9145 -0.7637
N 0.2651 3.0127 1.2800
O -0.0162 1.6253 3.1496
O -1.7894 2.1766 1.9472
S 1.7602 3.0270 0.8383
H 3.2207 1.9884 -0.6760
H 1.0195 0.0857 1.0645
H -1.8866 0.4732 -1.5772
H -1.5835 0.4290 0.0983
H -2.4411 -0.9684 -0.5369
H -0.7380 -1.7185 1.4488
H -1.0834 -2.8049 0.1684
H 0.5068 -2.5046 0.7822
H 0.5340 -0.6963 -2.5118
H -0.4508 -2.2555 -2.3351
H 1.2173 -2.0165 -1.7103
*
```

Charges in e, computed with natural (NBO), in the same order as the atoms: C -0.302; C 0.862; C 0.186; C -0.608; C -0.607; C -0.610; C -0.093; N -0.481; N -0.958; O -0.795; O -0.746; S 0.855; H 0.200; H 0.191; H 0.210; H 0.259; H 0.195; H 0.229; H 0.198; H 0.198; H 0.218; H 0.199; H 0.201

***

Number 1: total energy -138232.440 eV. Number 2: total energy -17561.822 eV. Number 3: total energy -9810.046 eV. Number 4: total energy -25345.996 eV.